Run i
The following is a DFT calculation (ωB97M-V/def2-TZVPD) of a cluster of 2 separate species, C4H9NO3 in total.

Each line ends with the Mulliken charge.
Positions of all 17 atoms, in Å:
C  -0.07492  -0.82143  -1.39506  -1.02
C  -0.95897  -0.38602  -0.24687  0.23
O  -1.41544  -1.26410  0.63781  -0.47
N  -1.39786  0.80790  -0.19306  0.71
O  -1.18148  1.81810  -0.93573  -0.69
O  -2.43123  0.88808  0.90488  -0.61
H  -0.53995  -0.64352  -2.37389  0.38
H  0.82945  -0.19825  -1.41081  0.31
H  0.04428  -1.97071  -1.24052  0.30
H  -2.21193  -0.83049  1.06397  0.43
H  -2.10536  1.68321  1.44679  0.35
C  2.38463  0.56641  0.48660  -0.51
C  1.49560  -0.32730  0.84808  -0.48
H  2.13979  1.64404  0.62177  0.19
H  3.25084  0.47724  -0.04791  0.37
H  0.50716  -0.05977  1.09163  0.25
H  1.66539  -1.38339  0.74231  0.27

Calculated values
Orbital gap = 9.09 eV
LUMO = 0.520 eV
SMILES = C/C(O)=[N+](\[O-])O.C=C
Molecular weight = 119.120 g/mol

---

Run ii
The following is a DFT calculation (ωB97M-V/def2-TZVPD) of a cluster of 2 separate species, C4H9NO3 in total.

Each line ends with the Mulliken charge.
Positions of all 17 atoms, in Å:
C  -0.23457  0.26997  -0.38221  0.73
C  -1.86035  0.36440  -0.32701  -0.87
C  0.46825  -0.07907  0.90035  -0.65
C  0.47005  -1.00401  -0.26847  -0.28
H  0.08030  1.76894  -1.38191  0.23
H  0.68254  1.80670  0.27095  0.29
H  -2.10168  0.24568  -1.32590  0.47
H  -2.14632  1.27381  0.09898  0.34
H  -3.66086  -1.30964  -0.12688  0.36
H  -0.36621  -0.11980  1.58906  0.42
H  2.39230  0.06684  0.37116  0.45
H  0.03287  -1.95472  -0.32806  0.47
H  1.88363  -0.02642  -1.05175  0.50
N  0.63774  1.35123  -0.68626  -0.52
O  -2.81494  -0.38157  0.44405  -0.62
O  1.71821  0.36665  1.16969  -0.60
O  1.80660  -1.04981  -0.71972  -0.71

Calculated values
Orbital gap = 8.12 eV
LUMO = -0.397 eV
Molecular weight = 119.120 g/mol

---

Run iii
The following is a DFT calculation (ωB97M-V/def2-TZVPD) of a structure of composition C4H9NO3.

Each line ends with the Mulliken charge.
Positions of all 17 atoms, in Å:
C  0.04398  0.72601  -0.54072  -0.21
C  0.85754  -0.20158  0.40224  0.72
C  0.13767  -1.28872  1.24203  -1.41
O  1.61746  0.48696  1.21965  -0.34
N  -1.15089  1.29497  -0.32937  -0.31
C  -1.86426  0.15924  -0.13552  0.14
O  -2.61558  -0.07245  0.79288  -0.50
O  1.52941  -0.67130  -2.16429  -0.61
H  0.73115  1.34290  -1.12524  0.46
H  3.55756  1.36749  -0.70353  0.07
H  1.31522  -0.77022  -0.37799  0.32
H  0.94602  -1.74413  1.83756  0.36
H  -0.62486  -0.89499  1.95193  0.36
H  -0.21385  -1.97298  0.50404  0.43
H  3.68288  0.75300  -0.34620  -0.06
H  1.15247  -0.96759  -2.96522  0.22
H  -1.79018  -0.49361  -1.06384  0.36

Calculated values
Orbital gap = 5.35 eV
LUMO = -4.974 eV
Molecular weight = 119.120 g/mol

---

The computed energies, referenced to the most stable structure and given in kJ/mol, are run i 0.0; run ii 196.5; run iii 495.5.

---

Run i
The following is a DFT calculation (ωB97M-V/def2-TZVPD) of the ion C5H12NOS with charge -1.

Each line ends with the Mulliken charge.
Positions of all 20 atoms, in Å:
C  0.48951  -1.70627  -1.76212  -1.04
C  0.24030  -1.77606  -0.26319  -0.66
N  0.92519  -0.69952  0.48205  -0.47
C  0.06959  0.45552  0.94480  0.35
C  -1.35104  0.57541  0.17156  -0.35
O  -2.26454  1.20346  1.02488  -0.49
C  0.73275  1.80669  0.73898  -0.85
S  0.19043  3.15141  1.80213  -0.63
H  -0.48654  -1.52956  -2.28691  0.23
H  1.11496  -0.81470  -2.01687  0.31
H  1.11239  -2.43175  -2.13753  0.40
H  -0.74137  -1.92062  0.09511  0.59
H  0.84817  -2.71886  0.14881  0.25
H  1.70207  -0.32625  -0.13382  0.24
H  -0.09125  0.19610  2.00384  0.09
H  -1.68638  -0.49935  0.05483  0.13
H  -1.35801  1.09584  -0.81123  0.17
H  -1.85388  2.00152  1.35628  0.28
H  1.81840  1.65306  0.87061  0.29
H  0.58925  2.28393  -0.28222  0.15

Calculated values
Total charge = -1
Orbital gap = 6.12 eV
LUMO = 3.513 eV
SMILES = CCN[C@H](CO)C[S-]
Molecular weight = 134.224 g/mol

---

Run ii
The following is a DFT calculation (ωB97M-V/def2-TZVPD) of the ion C5H12NOS with charge -1.

Each line ends with the Mulliken charge.
Positions of all 20 atoms, in Å:
C  -1.14591  -0.48015  2.02577  -0.94
N  -0.75440  0.36936  0.89757  -0.42
C  -0.46236  -0.35909  -0.37853  0.10
C  -1.75263  -0.28117  -1.27754  -0.72
O  -2.87120  -0.46618  -0.50643  -0.90
C  0.70461  0.46747  -0.94196  -1.00
C  1.96123  0.30676  -0.10322  -0.57
S  3.58130  0.39543  -1.12378  -0.27
H  -1.63493  -1.37490  1.64209  0.34
H  -1.88089  0.01090  2.66862  0.32
H  -0.28273  -0.71931  2.66168  0.24
H  -1.62511  0.84207  0.68361  0.33
H  -0.13536  -1.37787  -0.15696  0.38
H  -1.64532  -0.98424  -2.13072  0.30
H  -1.82298  0.76166  -1.67534  0.24
H  0.77377  0.25489  -2.01951  0.50
H  0.46744  1.53646  -1.03750  0.25
H  2.11599  -0.72241  0.18592  0.35
H  2.08580  1.09444  0.62638  0.37
H  4.32366  0.72589  -0.04015  0.10

Calculated values
Total charge = -1
Orbital gap = 5.56 eV
LUMO = 2.959 eV
SMILES = CN[C@@H](C[O-])CCS
Molecular weight = 134.224 g/mol

---

Run iii
The following is a DFT calculation (ωB97M-V/def2-TZVPD) of the ion C5H12NOS with charge -1.

Each line ends with the Mulliken charge.
Positions of all 20 atoms, in Å:
C  -0.42605  0.81084  -2.95132  -0.97
N  0.18658  0.47437  -1.68551  -0.27
C  -0.75796  0.04204  -0.69478  -0.10
C  -1.68467  -1.27382  -1.08161  -0.46
O  -1.93629  -2.07365  -0.08172  -0.84
C  -0.05631  -0.31114  0.61448  -0.90
C  0.73599  0.91259  1.12945  -0.50
S  1.88811  0.64102  2.47715  -0.33
H  -0.91710  -0.04721  -3.42296  0.30
H  0.32264  1.30065  -3.58833  0.35
H  -1.15349  1.60953  -2.79570  0.29
H  0.96186  -0.16972  -1.82568  0.28
H  -1.47988  0.85358  -0.50760  0.37
H  -1.03248  -1.67441  -1.92902  0.02
H  -2.52134  -0.78656  -1.65775  0.18
H  -0.82110  -0.59604  1.33243  0.45
H  0.60443  -1.16170  0.39735  0.35
H  -0.04657  1.63396  1.37899  0.31
H  1.18520  1.39067  0.25921  0.37
H  1.39832  -0.49429  2.98344  0.11

Calculated values
Total charge = -1
Orbital gap = 5.60 eV
LUMO = 3.159 eV
SMILES = CN[C@@H](C[O-])CCS
Molecular weight = 134.224 g/mol

---

Run iv
The following is a DFT calculation (ωB97M-V/def2-TZVPD) of a cluster of 2 separate species, C5H12NOS in total.

Each line ends with the Mulliken charge.
Positions of all 20 atoms, in Å:
C  2.21798  -1.12827  -0.08132  -0.33
O  1.72979  -2.34683  -0.20657  -0.60
C  1.21716  0.05908  -0.14162  -0.09
C  1.53996  1.50776  -0.31760  -0.54
C  2.86333  1.88412  0.58733  -1.18
S  -3.93939  0.06993  -0.25611  -0.54
C  -2.20118  -0.23638  -0.74071  -0.79
N  0.43723  -0.05107  1.32179  -0.75
H  3.07990  -0.84928  -0.75893  0.20
H  2.71208  -1.00484  1.08806  0.07
H  0.41221  -0.37236  -0.66278  0.88
H  1.68497  1.96525  -1.33324  0.28
H  3.87103  1.76582  0.05894  0.31
H  2.82343  2.86278  1.01308  0.39
H  2.96370  1.30031  1.36004  0.45
H  -2.08041  -0.68574  -1.71043  0.28
H  -1.81580  -0.99871  -0.00696  0.17
H  -1.50059  0.61452  -0.61157  0.14
H  -0.60457  -0.06060  1.05708  0.31
H  0.76194  0.95825  1.16805  0.32

Calculated values
Total charge = -1
Orbital gap = 2.67 eV
LUMO = -0.198 eV
Molecular weight = 134.224 g/mol

---

The computed energies, referenced to the most stable structure and given in kJ/mol, are run i 0.0; run ii 44.9; run iii 23.4; run iv 694.2.

---

Run i
The following is a DFT calculation (ωB97M-V/def2-TZVPD) of an isolated molecule of FNO3S.

Each line ends with the Mulliken charge.
Positions of all 6 atoms, in Å:
N  1.23329  0.56817  -0.11531  0.27
O  0.50044  0.35903  0.97917  -0.22
O  1.66972  -0.45149  -0.52824  -0.27
O  -0.68971  -0.99749  -0.76917  -0.39
F  -1.68639  0.94317  -0.05398  -0.20
S  -1.02735  -0.42139  0.48752  0.80

Calculated values
Orbital gap = 9.94 eV
LUMO = -0.783 eV
Molecular weight = 113.069 g/mol

---

Run ii
The following is a DFT calculation (ωB97M-V/def2-TZVPD) of an isolated molecule of FNO3S.

Each line ends with the Mulliken charge.
Positions of all 6 atoms, in Å:
N  0.37354  1.09336  1.32878  0.49
O  0.95920  0.00448  0.28405  -0.34
O  -0.65359  1.52464  1.04670  -0.06
O  -0.98639  0.29903  -1.40241  -0.57
F  -0.13901  -2.22020  -0.30501  -0.29
S  0.44626  -0.70132  -0.95212  0.78

Calculated values
Orbital gap = 8.01 eV
LUMO = -2.275 eV
Molecular weight = 113.069 g/mol

---

The computed energies, referenced to the most stable structure and given in kJ/mol, are run i 0.0; run ii 169.9.